11
Properties=species:S:1:pos:R:3 method="wB97M-V/def2-TZVPD" orbital_gap_ev=9.60 lumo_ev=0.6 e_above_lowest_kcal_mol=34.7
C -0.45958 0.35776 -1.43864
C 0.63115 0.47306 -0.67749
F 1.81268 0.72455 -1.29204
C 0.81657 0.49864 0.79914
N 0.16082 -0.22363 1.64223
N -0.59776 -1.24128 1.17792
H -1.44348 0.31866 -1.01244
H -0.30280 0.55370 -2.50024
H 1.62934 1.10023 1.21172
H -1.31590 -1.47620 1.85331
H -0.93104 -1.08549 0.23653



15
Properties=species:S:1:pos:R:3 method="wB97M-V/def2-TZVPD" charge=-1 orbital_gap_ev=7.19 lumo_ev=3.5 e_above_lowest_kcal_mol=5.8
C -2.50879 -0.18359 0.31149
C -1.59406 0.95590 -0.10052
H -2.12587 -0.68552 1.20432
H -3.52495 0.11205 0.59508
H -2.60291 -0.93765 -0.46915
H -0.57110 0.58031 -0.09420
H -1.56370 1.79744 0.59195
H -1.82685 1.31876 -1.10177
C 1.78272 -0.57721 -0.48779
C 3.06265 -0.23871 0.31706
O 3.78539 0.65957 -0.18240
O 3.24157 -0.85317 1.39212
H 1.60633 0.26506 -1.15433
H 0.94161 -0.69061 0.19548
H 1.89796 -1.52265 -1.01734



21
Properties=species:S:1:pos:R:3 method="wB97M-V/def2-TZVPD" smiles=CCO.O.O.O.O orbital_gap_ev=11.03 lumo_ev=0.5 e_above_lowest_kcal_mol=28.4
C 0.42727 1.57709 1.68291
C -0.40124 2.28055 0.60450
O 0.21180 2.02648 -0.64443
H 1.32966 1.16875 1.25321
H -0.19069 0.82362 2.15663
H 0.70640 2.25618 2.49344
H -1.40568 1.85055 0.64672
H -0.49472 3.35216 0.79394
H -0.26971 2.44531 -1.36474
O -1.19194 -0.35395 -1.90285
H -1.27640 0.31160 -1.20882
H -0.63857 -1.05740 -1.56441
O 1.22749 -2.93506 -1.02277
H 0.43789 -2.41558 -1.22626
H 1.88895 -2.55210 -1.61761
O -4.11472 -0.36142 -1.74939
H -3.20898 -0.60114 -1.99753
H -4.60541 -0.25947 -2.57273
O 3.79206 -2.18631 2.22826
H 3.94999 -2.30442 3.17002
H 3.82655 -3.06545 1.84191



59
Properties=species:S:1:pos:R:3 method="wB97M-V/def2-TZVPD" charge=+3 orbital_gap_ev="6.07 / 3.85" lumo_ev="-9.3 / -13.4" multiplicity=6 e_above_lowest_kcal_mol=0.0
C -0.10866 -2.78012 -0.92954
C 0.63843 -1.89413 0.00794
H 0.65671 -3.56858 -1.11295
H -0.63639 -2.27604 -1.79206
H -0.89384 -3.20188 -0.24139
O 1.69329 -2.15978 0.57070
I -0.13225 2.38943 -0.03938
Ir -0.16251 0.88867 -2.85886
P -0.22463 1.37657 -4.92015
C 1.48557 1.75549 -5.38592
C -0.84047 -0.12107 -5.59456
H -2.26844 2.50734 -4.56611
H -1.14727 3.40925 -5.66277
H -0.90473 3.40095 -3.86577
C -1.24225 2.82787 -4.75052
H -1.82645 -0.33104 -5.17133
H -0.88079 0.00530 -6.66808
H 1.47930 1.96011 -6.46107
H 2.12213 0.88612 -5.13716
H -0.17043 -0.94306 -5.31753
H 1.81756 2.63250 -4.80247
C 1.58774 0.61427 -2.37998
O 2.72733 0.40853 -2.23393
Cl -2.39996 0.27511 -2.78650
O 0.13819 -0.62599 0.02733
As 0.00606 -0.12615 1.78260
C 0.20173 -1.87459 2.60896
C -0.87070 -2.76770 2.71209
C -0.67407 -3.97463 3.39936
C 0.58730 -4.30564 3.90061
C 1.66357 -3.42725 3.74403
C 1.47162 -2.21218 3.09999
C 1.69284 0.82860 1.89926
C 1.56564 2.07041 2.54518
C 2.64177 2.95102 2.53190
C 3.88535 2.57226 2.01706
C 4.00549 1.30661 1.43812
C 2.90752 0.45160 1.31867
C -1.90487 0.25713 1.77490
C -2.90037 -0.02081 0.82216
C -4.21461 0.41583 1.04256
C -4.55322 1.13251 2.19474
C -3.54102 1.43868 3.11880
C -2.22765 0.98723 2.93315
H -1.83562 -2.51095 2.25546
H -1.52667 -4.63709 3.54430
H 0.73896 -5.24309 4.42186
H 2.65387 -3.66986 4.12614
H 2.31413 -1.54682 2.91825
H 0.59957 2.37867 2.93622
H 2.50012 3.96155 2.89837
H 4.73105 3.26289 2.04125
H 4.96443 0.97580 1.04870
H 3.01078 -0.49007 0.77962
H -2.63806 -0.53245 -0.10560
H -4.98420 0.20075 0.29716
H -5.58141 1.45911 2.36497
H -3.76376 2.03984 4.00051
H -1.43273 1.21291 3.66066